Molecular formula: C5H11NO
Method: DFT, ωB97M-V with the def2-TZVPD basis set

Each line ends with the Löwdin charge.
Atoms and positions in Å:
C -1.64572 -0.75808 -0.82112  -0.1099
C -1.15775 0.53902 -0.18332  -0.2106
C 0.34646 0.57084 0.18670  -0.3806
C 0.56930 1.40549 1.44379  -0.0644
N 0.93786 -0.74914 0.35968  0.0365
C 1.67543 -1.34548 -0.61281  -0.3637
O 1.95801 -0.84544 -1.68488  0.0096
H -1.07929 -1.00579 -1.72594  0.0761
H -1.54341 -1.59480 -0.12007  0.0688
H -2.70512 -0.66799 -1.08647  0.0721
H -1.35121 1.38018 -0.86165  0.1130
H -1.75157 0.73261 0.72127  0.1035
H 0.90567 1.00377 -0.64738  0.1384
H 0.14102 2.40546 1.31560  0.0827
H 0.06731 0.94000 2.30312  0.0796
H 1.63371 1.50483 1.67663  0.0795
H 0.71400 -1.28527 1.18571  0.1389
H 2.01229 -2.35929 -0.32377  0.1305

Properties
Structure (SMILES)   CC[C@@H](C)NC=O
Largest force on an atom   0.376 eV/A
ΔE to the lowest compared entry with this formula, charge and spin   7.3 kcal/mol
Gap between HOMO and LUMO   10.62 eV

***

Molecular formula: C6H12O
Method: DFT, ωB97M-V with the def2-TZVPD basis set

Each line ends with the Löwdin charge.
Atoms and positions in Å:
C 1.74004 0.31622 -1.43234  -0.0420
C 1.06937 0.28838 -0.07756  -0.3522
O 0.78383 1.61907 0.39034  -0.1013
C -0.60380 1.69615 0.71698  -0.1897
C -0.27605 -0.39501 -0.02731  -0.3351
C -0.96480 0.27017 1.12636  -0.1479
C -0.83821 -1.15712 -0.95662  0.0405
H 2.66943 0.88853 -1.38138  0.0820
H 1.98126 -0.70446 -1.75024  0.0835
H 1.07900 0.77100 -2.17505  0.0898
H 1.74956 -0.18263 0.65111  0.1531
H -1.18216 1.99080 -0.17256  0.1268
H -0.75028 2.44697 1.49433  0.1207
H -0.96106 -2.46789 1.86498  0.0621
H -2.02970 0.04604 1.22144  0.1196
H -0.46364 0.03217 2.07664  0.1186
H -0.82637 -2.51212 1.13524  0.0378
H -0.30754 -1.45780 -1.85499  0.0645
H -1.86888 -1.48849 -0.84936  0.0693

Properties
Structure (SMILES)   C=C1CCO[C@@H]1C.[H][H]
Largest force on an atom   0.339 eV/A
ΔE to the lowest compared entry with this formula, charge and spin   50.3 kcal/mol
Gap between HOMO and LUMO   10.64 eV

***

Molecular formula: C3H4FN2O
Method: DFT, ωB97M-V with the def2-TZVPD basis set

Each line ends with the Löwdin charge.
Atoms and positions in Å:
C 0.91312 0.69104 -0.17046  -0.1762
C 0.23004 -0.54467 0.08995  -0.2367
C -1.80152 0.39461 -0.14758  -0.0478
N 0.66897 1.73797 0.44612  0.2108
N -1.09785 -0.69735 -0.01584  0.1571
O 0.95586 -1.60766 0.26285  0.2585
F -3.00125 0.07694 0.10849  0.1558
H 1.45079 0.69459 -1.20583  0.1927
H 1.02399 2.58453 0.04077  0.0978
H -1.22893 -1.70973 0.30608  0.2366
H 1.88678 -1.62027 0.28545  0.1514

Properties
Charge   +1
Largest force on an atom   7.439 eV/A
ΔE to the lowest compared entry with this formula, charge and spin   106.8 kcal/mol
Gap between HOMO and LUMO   8.38 eV

***

Molecular formula: H16O8
Method: DFT, ωB97M-V with the def2-TZVPD basis set

Each line ends with the Löwdin charge.
Atoms and positions in Å:
O 0.07105 -1.87665 0.66529  -0.0153
H 0.08182 -2.44430 1.42161  0.0877
H -0.09722 -2.46312 -0.05758  0.0686
O -1.55254 1.85570 1.70137  -0.0816
H -1.31288 2.81502 1.72288  0.0593
H -0.82493 1.31695 1.39467  -0.0279
O -2.55468 -1.32521 0.93541  -0.0656
H -1.62143 -1.49890 0.92402  -0.0555
H -2.68493 -0.96710 1.83184  0.0504
O -1.59695 2.66105 -3.10260  -0.0727
H -2.39395 2.32101 -2.69686  0.0248
H -0.90082 1.97915 -2.94042  -0.0049
O 2.58991 -2.74445 -0.43850  -0.0221
H 1.97617 -2.23811 -0.90399  -0.0314
H 3.45094 -2.33341 -0.57073  0.0549
O 0.07034 0.52337 -2.40840  -0.0634
H 0.51881 -0.25478 -2.77628  0.0763
H -0.82850 0.10228 -2.25523  0.1116
O 0.72600 0.67820 0.25171  -0.0567
H 0.67239 1.02447 -0.63056  0.0155
H 0.65407 -0.27174 0.10949  -0.0007
O 2.12720 0.79257 2.81747  -0.0729
H 1.94140 0.90738 1.87073  -0.0044
H 1.48873 1.44064 3.13465  0.0260

Properties
Structure (SMILES)   O.O.O.O.O.O.O.O
Largest force on an atom   2.458 eV/A
ΔE to the lowest compared entry with this formula, charge and spin   60.4 kcal/mol
Gap between HOMO and LUMO   10.35 eV

***

Q: Look up the largest force on an atom of the third one.
A: 7.439 eV/A

***

Repeat the first record exactly.
Molecular formula: C5H11NO
Method: DFT, ωB97M-V with the def2-TZVPD basis set

Each line ends with the Löwdin charge.
Atoms and positions in Å:
C -1.64572 -0.75808 -0.82112  -0.1099
C -1.15775 0.53902 -0.18332  -0.2106
C 0.34646 0.57084 0.18670  -0.3806
C 0.56930 1.40549 1.44379  -0.0644
N 0.93786 -0.74914 0.35968  0.0365
C 1.67543 -1.34548 -0.61281  -0.3637
O 1.95801 -0.84544 -1.68488  0.0096
H -1.07929 -1.00579 -1.72594  0.0761
H -1.54341 -1.59480 -0.12007  0.0688
H -2.70512 -0.66799 -1.08647  0.0721
H -1.35121 1.38018 -0.86165  0.1130
H -1.75157 0.73261 0.72127  0.1035
H 0.90567 1.00377 -0.64738  0.1384
H 0.14102 2.40546 1.31560  0.0827
H 0.06731 0.94000 2.30312  0.0796
H 1.63371 1.50483 1.67663  0.0795
H 0.71400 -1.28527 1.18571  0.1389
H 2.01229 -2.35929 -0.32377  0.1305

Properties
Structure (SMILES)   CC[C@@H](C)NC=O
Largest force on an atom   0.376 eV/A
ΔE to the lowest compared entry with this formula, charge and spin   7.3 kcal/mol
Gap between HOMO and LUMO   10.62 eV